Formula: C31H25Cl5N2O4PRuS
Source: OMol25
Level of theory: ωB97M-V with the def2-TZVPD basis set

```
70
Properties=species:S:1:pos:R:3:forces:R:3:mulliken_charge:R:1
Ru -0.0766 0.8746 -0.1674 -0.55 0.28 -0.27 0.03
C 0.0028 0.5797 -2.3782 0.11 -0.04 -0.05 -0.71
C -0.3960 1.9068 -2.0389 -0.07 0.07 -0.17 -0.70
C -1.6335 1.8090 -1.3350 0.21 0.04 0.02 -0.81
C -1.9544 0.4250 -1.2241 -0.16 0.06 -0.04 -0.45
C -0.9852 -0.3256 -1.9185 0.31 -0.12 -0.13 -0.40
H 0.9029 0.3165 -2.9082 -0.02 0.00 0.00 0.62
H 0.1199 2.8089 -2.3101 -0.04 0.04 -0.01 0.78
H -2.2137 2.6286 -0.9442 0.01 -0.04 0.01 0.65
H -2.7912 0.0213 -0.6769 0.01 0.02 0.02 0.40
H -0.9533 -1.3986 -2.0243 0.00 0.03 -0.03 0.84
O 0.2787 -3.7342 0.9261 0.18 0.05 -0.17 -0.67
S 0.5302 -2.5048 -0.1322 0.19 -0.33 0.02 0.74
O 0.6727 -3.1815 -1.4029 -0.06 0.03 -0.01 -0.69
O 1.9798 -2.0794 0.3215 -0.18 0.11 0.02 -0.78
C 0.4895 -3.4556 2.2775 -0.13 -0.07 0.18 0.74
C -0.1397 -4.3610 3.1280 0.01 0.05 0.01 -0.49
C -0.0360 -4.1982 4.4965 -0.03 -0.04 0.00 -0.39
C 0.6944 -3.1282 5.0016 0.00 0.03 0.03 -0.97
C 1.3125 -2.2528 4.1251 0.00 0.02 -0.04 -0.76
C 1.2518 -2.3853 2.7361 -0.05 -0.10 -0.04 0.03
P 2.0226 -0.8964 1.6472 0.18 0.09 -0.10 1.22
C 3.7094 -1.1831 2.3068 -0.09 -0.07 -0.06 0.65
C 4.5575 -2.1219 1.7268 -0.03 -0.02 -0.01 -0.90
C 5.8298 -2.3231 2.2367 0.04 0.00 0.02 -0.72
C 6.2723 -1.5898 3.3296 0.02 -0.01 -0.01 -0.56
C 5.4340 -0.6512 3.9104 -0.02 0.01 0.00 -0.90
C 4.1591 -0.4491 3.3994 0.07 -0.02 0.05 -0.11
C 2.8224 0.3293 0.1864 -0.07 -0.20 -0.01 1.06
C 3.0100 0.0815 -1.1784 0.00 0.03 0.02 -0.57
C 3.8658 0.8658 -1.9436 0.09 0.05 -0.06 -0.53
C 4.6078 1.8746 -1.3441 -0.01 -0.04 -0.06 -0.58
C 4.4489 2.1323 0.0114 -0.08 0.01 0.04 -0.93
C 3.5280 1.3993 0.7400 0.06 0.10 0.00 -0.64
H -0.6975 -5.1814 2.6955 -0.01 -0.02 -0.01 0.49
H -0.5158 -4.9041 5.1625 0.00 0.00 0.01 0.39
H 0.7952 -2.9899 6.0710 0.00 -0.01 0.02 0.43
H 1.8784 -1.4255 4.5399 0.07 0.07 0.00 0.33
H 4.2179 -2.6932 0.8721 0.01 0.00 0.02 0.37
H 6.4808 -3.0559 1.7773 0.01 -0.01 0.00 0.43
H 7.2677 -1.7479 3.7237 0.01 0.00 0.01 0.39
H 5.7713 -0.0711 4.7600 0.00 0.00 0.01 0.43
H 3.5161 0.2965 3.8524 -0.01 -0.01 0.01 0.34
H 2.5342 -0.7771 -1.6411 0.01 0.02 0.04 0.55
H 3.9981 0.6532 -2.9985 0.00 0.01 -0.01 0.47
H 5.3115 2.4517 -1.9309 0.01 0.01 0.00 0.37
H 5.0169 2.9216 0.4881 0.02 0.01 0.00 0.41
H 3.3994 1.6317 1.7964 -0.04 -0.04 0.01 0.32
C -2.7706 -1.9852 2.4436 -0.01 -0.07 -0.02 -0.95
N -1.8990 -1.1051 3.1946 -0.11 0.11 -0.07 0.04
C -1.0308 -0.2630 2.6127 0.09 -0.18 0.11 -0.37
N -0.2877 0.5144 3.4106 -0.27 0.16 -0.06 -0.07
O -0.9293 -0.2531 1.3569 -0.09 -0.10 0.76 0.49
H -2.7932 -2.9606 2.9260 -0.01 0.01 0.00 0.41
H -2.3675 -2.1126 1.4422 0.00 0.00 0.02 0.18
H -3.7855 -1.5872 2.3755 0.02 0.01 0.00 0.28
H -1.8845 -1.1833 4.1959 0.09 -0.09 0.02 0.24
H -0.5001 0.6414 4.3832 0.06 -0.10 0.02 0.24
H 0.4496 1.0441 2.9816 0.17 -0.03 0.00 -0.07
Cl 1.7881 3.7294 -0.5006 0.11 -0.03 0.02 -0.12
C 0.7713 3.6323 0.8939 0.01 -0.04 -0.04 0.85
C -0.1958 2.6191 0.9719 0.04 0.20 0.00 -1.01
C -1.2195 2.8848 1.8886 -0.01 0.18 0.07 0.99
Cl -2.7390 2.0392 1.8050 -0.03 -0.05 -0.03 -0.17
C -1.1268 3.8830 2.8633 -0.04 -0.04 -0.01 0.24
Cl -2.3480 4.0625 4.0676 0.02 -0.01 -0.04 -0.18
C -0.0267 4.7312 2.8781 0.02 0.03 0.04 0.06
Cl 0.1479 5.9201 4.1087 -0.01 -0.04 -0.04 -0.19
C 0.9020 4.6413 1.8462 0.00 0.02 0.00 0.06
Cl 2.1884 5.7800 1.7548 -0.01 -0.01 0.00 -0.18
```
Positions in Å, forces in eV/Å.

Output
2S+1	2
gap between HOMO and LUMO (alpha / beta)	5.81 / 4.94	eV
⟨S²⟩	0.76
electronic energy	-129038.188	eV
net charge	0
energy above the lowest of the compared OMol25 structures with the same formula, charge and spin	5.288	eV


Formula: C50H87ClF10N12O12SSi
Source: OMol25
Level of theory: ωB97M-V with the def2-TZVPD basis set

```
174
Properties=species:S:1:pos:R:3:forces:R:3:mulliken_charge:R:1
C 2.9927 -1.4949 0.9185 -2.96 0.75 -0.48 -1.11
C 1.6539 -1.0527 0.5959 3.22 -0.59 -0.46 0.81
C 1.3385 0.5540 0.7875 0.89 -2.18 -0.26 -0.94
N 1.3347 0.4868 2.2574 -3.60 -0.79 -0.13 1.34
C 2.1907 1.2119 3.1317 2.28 1.47 3.98 -0.83
C 3.0103 2.4965 2.6028 1.02 -1.25 -1.55 0.52
C 4.4528 2.0050 2.0645 -0.10 0.05 0.71 -1.09
Cl 3.3598 3.5740 4.0828 -0.55 -0.68 -1.19 -0.20
C 0.2798 -0.3833 2.6441 -1.35 0.71 -0.65 -2.23
N 0.4311 -1.4101 3.5151 0.00 -0.64 -0.27 0.88
C 1.7653 -1.7019 4.1919 7.71 -2.55 3.32 0.00
O 2.0991 -1.0183 5.2229 -2.95 -0.96 -3.43 -0.64
O 2.6186 -2.6973 3.7920 -5.22 4.34 0.06 -0.62
C -0.6115 -2.3774 3.8920 -1.06 -0.55 1.59 0.60
F -0.1289 -3.3856 4.7566 -1.20 2.98 -2.41 -0.21
F -1.5740 -1.6465 4.6748 1.57 -1.96 -2.33 -0.29
F -1.2196 -3.0296 2.7862 1.26 1.94 2.79 -0.18
N -1.0109 -0.2219 1.9598 3.69 -0.23 0.89 0.33
C -1.1716 1.0802 1.2598 1.49 1.16 1.04 1.87
C -0.9315 2.1910 2.4414 -0.27 0.36 2.39 -1.31
C -1.7073 1.8915 3.7390 0.88 1.78 1.67 -0.48
C -1.6114 2.7789 5.0342 3.19 0.77 -6.19 -0.88
C -0.6338 3.9226 4.7107 -1.12 -1.52 -0.05 -0.58
C 0.0941 4.0650 3.4029 -1.10 -0.51 0.99 -0.49
N -0.0221 3.2405 2.2843 -2.39 -1.05 3.18 0.18
Si -3.0013 1.3056 0.7923 -4.59 1.28 -0.14 0.86
C -3.6172 3.1607 0.8108 0.85 0.44 -1.39 -0.63
C -4.2786 0.5205 2.0593 0.77 0.37 1.01 -0.99
C -3.7200 0.5823 -0.8103 0.23 -1.26 -1.75 -0.56
C -0.0342 1.0770 0.0738 0.39 -2.41 0.11 0.91
C -0.3476 0.0085 -1.0744 -2.81 0.01 -0.31 -1.26
C 0.6414 -0.4137 -2.2116 0.98 -1.72 -1.15 -1.61
C 2.1237 0.1566 -2.3732 0.58 -0.45 -1.48 -0.47
C 3.2506 -1.0299 -2.3227 0.63 1.50 1.70 -0.86
N 3.8810 -1.2391 -3.6581 -1.35 -1.27 0.76 0.09
C 5.2835 -1.7474 -3.5716 1.12 0.39 -0.64 -0.84
C 3.0181 -2.1047 -4.4826 -1.38 -2.20 -1.17 0.47
C 3.0916 -1.8862 -6.0808 0.57 -0.10 1.57 -0.79
O 2.2591 -3.0156 -4.0463 2.42 3.50 -0.68 -0.59
S 0.1130 2.6825 -0.8513 2.70 7.62 5.07 1.57
O -0.7646 3.8163 -0.3158 0.68 -4.25 -1.97 -0.60
O 1.5320 3.2240 -0.6734 -3.03 -3.03 -1.69 -0.71
C -0.3964 2.8403 -2.6116 -2.38 0.79 -4.24 0.71
F -1.7548 2.4487 -2.9163 3.24 -0.02 1.23 -0.23
F 0.4169 2.3060 -3.6259 -1.18 0.39 2.31 -0.36
C -0.4974 4.4310 -3.0320 -0.26 1.25 -0.26 0.56
F -1.8144 4.9472 -2.7762 3.61 -1.21 0.01 -0.21
F 0.5315 5.2302 -2.5087 -2.60 -1.64 -0.81 -0.23
C -0.3617 4.6170 -4.6508 -0.73 2.42 -1.10 0.54
F -0.8591 5.9540 -4.8749 1.23 -3.04 0.34 -0.28
F 0.9689 4.6595 -5.1027 -3.40 -0.86 0.91 -0.22
F -1.2223 3.7913 -5.3931 2.64 1.56 1.66 -0.20
H 3.5091 -1.1468 1.8725 -0.15 0.29 -1.98 -0.10
H 3.4992 -2.2511 0.2354 -1.11 0.18 1.80 0.27
H 0.8919 -1.8490 0.3447 1.01 1.36 -0.91 0.18
H 2.2823 1.0418 0.3926 -1.49 -0.17 0.76 1.13
H 1.6187 1.5880 4.0689 0.62 -0.78 -1.66 0.42
H 3.0195 0.5307 3.5796 -1.37 1.01 -0.78 0.23
H 2.5013 3.0757 1.7640 0.31 -0.51 1.58 0.23
H 4.9468 2.7670 1.3644 -0.90 -1.11 0.92 0.41
H 5.1787 1.8631 2.9545 -1.77 0.31 -1.74 0.52
H 4.3723 0.9693 1.5625 0.00 1.67 0.52 -0.02
H -1.8129 -0.5266 2.5112 0.22 -0.14 -0.35 0.47
H -2.3786 0.9741 3.8879 1.15 1.50 -0.72 0.22
H -2.1666 2.5817 5.9999 0.87 0.34 -1.47 0.41
H -0.4583 4.7030 5.5288 -0.06 -1.19 -1.47 0.29
H 0.8298 4.9468 3.2988 -1.34 -1.66 0.18 0.48
H -3.6026 3.4702 -0.3066 -0.01 -0.30 1.76 -0.04
H -2.8901 3.8587 1.3433 -1.27 -0.77 -0.52 0.17
H -4.7040 3.2485 1.1438 1.57 -0.22 -0.12 0.46
H -3.9870 -0.5393 2.3613 -0.66 1.51 0.02 0.08
H -5.3294 0.4675 1.6192 1.64 0.04 0.29 0.38
H -4.3507 1.2488 2.9565 0.14 -1.45 -1.17 0.22
H -3.6821 1.3049 -1.7133 0.26 -1.42 1.50 -0.22
H -3.1648 -0.4137 -1.0335 -0.89 1.51 -0.01 0.19
H -4.8344 0.2707 -0.7593 1.80 0.74 0.42 0.42
H -1.2614 0.4187 -1.6471 1.16 -0.53 1.09 0.21
H -0.7736 -0.9325 -0.5491 0.81 1.64 -0.78 0.56
H 0.1479 -0.3274 -3.2586 0.46 0.14 1.97 0.46
H 0.7869 -1.5638 -2.1154 -0.29 1.95 -0.07 0.50
H 2.2392 0.5450 -3.4610 -0.30 -0.48 1.85 0.72
H 2.4025 1.0556 -1.7283 -0.41 -1.40 -0.63 0.33
H 2.8726 -1.9761 -1.8091 0.31 1.17 -0.99 0.27
H 4.0776 -0.6056 -1.6300 -1.17 -0.84 -1.17 0.27
H 5.8312 -1.3771 -4.5123 -0.69 -0.81 1.33 0.30
H 5.3645 -2.8862 -3.5002 -0.14 1.49 0.00 0.29
H 5.8403 -1.2647 -2.6834 -1.14 -0.78 -1.35 0.34
H 4.1846 -1.6925 -6.3484 -1.59 -0.15 0.27 0.20
H 2.7534 -2.8322 -6.6212 0.34 1.64 1.20 0.29
H 2.4747 -0.9704 -6.3808 0.82 -1.28 0.50 0.12
C -5.8488 3.1573 -3.1585 -0.33 0.31 -0.28 -0.15
O -4.8419 2.6352 -2.7085 -0.01 0.43 -0.40 -0.64
N -5.8726 4.1294 -4.1139 -0.08 -0.58 0.57 0.23
C -7.1126 4.6998 -4.5968 0.18 0.00 -0.02 -0.66
C -4.6178 4.6065 -4.6632 0.13 -0.18 0.21 -0.77
H -6.8532 2.8691 -2.8111 -0.01 0.08 -0.07 0.44
H -7.1903 4.5237 -5.6730 -0.15 0.12 0.01 0.34
H -7.1095 5.7756 -4.4013 -0.16 0.00 -0.11 0.34
H -7.9710 4.2477 -4.0971 0.18 -0.03 0.03 -0.02
H -4.0847 3.7685 -5.1195 0.11 0.16 0.00 0.28
H -4.0050 5.0130 -3.8557 0.08 -0.01 -0.19 0.15
H -4.7973 5.3788 -5.4121 -0.07 -0.10 0.10 0.38
C -10.4054 3.2762 -2.5519 -0.29 0.34 0.29 0.05
O -9.2557 2.9436 -2.3255 -0.14 0.23 0.07 -0.60
N -11.0963 4.2343 -1.8721 0.26 -0.63 -0.57 0.12
C -12.4652 4.5746 -2.2017 0.16 0.08 0.18 -0.91
C -10.4400 4.9347 -0.7846 0.26 -0.17 -0.04 -0.93
H -10.9948 2.8073 -3.3562 -0.08 0.04 0.01 0.33
H -12.5131 5.6313 -2.4767 -0.20 -0.06 -0.01 0.34
H -13.0969 4.3950 -1.3280 -0.14 0.07 -0.14 0.34
H -12.8284 3.9714 -3.0354 0.11 0.03 0.09 0.29
H -9.5505 5.4399 -1.1691 -0.02 0.01 0.19 0.27
H -10.1313 4.2105 -0.0269 0.06 0.18 0.03 0.31
H -11.1144 5.6669 -0.3394 0.01 -0.12 -0.12 0.38
C -5.0086 -2.9312 1.4636 -0.17 -0.54 0.13 0.48
O -5.3966 -2.0986 2.2638 -0.20 -0.79 -0.02 -0.69
N -5.1973 -4.2767 1.5712 0.25 0.80 -0.29 0.13
C -4.7032 -5.2046 0.5741 -0.11 -0.04 0.23 -0.97
C -5.9150 -4.7952 2.7196 -0.04 0.29 0.10 -0.98
H -4.4525 -2.6445 0.5555 0.03 -0.06 -0.07 0.04
H -5.5468 -5.7580 0.1537 0.16 -0.08 -0.10 0.36
H -4.0090 -5.9020 1.0497 0.00 -0.07 -0.20 0.36
H -4.1859 -4.6770 -0.2290 -0.07 0.02 0.12 0.31
H -6.9178 -4.3616 2.7409 0.04 -0.10 0.15 0.29
H -5.3884 -4.5049 3.6320 -0.16 -0.09 0.03 0.29
H -5.9861 -5.8822 2.6670 0.07 0.13 -0.08 0.40
C 7.7121 1.1246 4.0694 0.29 -0.69 0.39 0.05
O 6.8117 1.3297 3.2706 0.96 -0.49 0.35 -0.65
N 8.0384 -0.0901 4.5909 -0.13 1.05 -0.32 0.21
C 9.1232 -0.2550 5.5373 -0.14 -0.15 0.03 -0.87
C 7.2755 -1.2564 4.1866 -0.15 0.10 -0.20 -0.88
H 8.3514 1.9408 4.4417 0.03 -0.05 0.04 0.30
H 9.8604 -0.9436 5.1170 0.06 0.03 0.19 0.34
H 8.7246 -0.6691 6.4669 0.22 -0.07 -0.01 0.24
H 9.6061 0.7005 5.7492 -0.10 -0.04 -0.11 0.32
H 7.3546 -1.3781 3.1034 -0.12 -0.08 0.06 0.37
H 6.2246 -1.1049 4.4464 0.00 -0.15 -0.10 0.12
H 7.6515 -2.1506 4.6853 0.03 0.20 0.00 0.38
C 1.4988 -7.5501 1.9941 -0.13 0.54 -0.17 0.08
O 1.3472 -8.3093 1.0532 -0.03 0.23 0.02 -0.60
N 1.3228 -6.1993 1.9538 0.09 -1.00 0.27 0.22
C 1.5231 -5.3592 3.1203 0.13 -0.03 -0.45 -0.63
C 0.9228 -5.5815 0.7057 0.05 -0.34 -0.06 -0.65
H 1.8021 -7.9160 2.9884 0.01 0.10 0.06 0.28
H 0.5913 -4.8410 3.3463 0.23 -0.09 0.04 0.12
H 2.3034 -4.6294 2.9029 -0.19 0.03 0.27 0.26
H 1.8207 -5.9546 3.9855 -0.05 -0.03 -0.13 0.27
H -0.0326 -6.0059 0.3857 0.06 0.10 -0.15 0.34
H 1.6745 -5.7964 -0.0580 -0.16 0.10 -0.10 0.35
H 0.8227 -4.5020 0.8290 0.07 -0.11 0.12 -0.07
C 6.3123 -2.6659 7.0324 -0.47 0.37 0.35 -0.14
O 7.4773 -2.9532 7.2526 0.01 0.23 0.09 -0.62
N 5.5902 -1.7297 7.7095 0.39 -0.64 -0.49 0.25
C 4.2057 -1.4440 7.3856 0.14 0.02 0.10 -0.83
C 6.2262 -0.9970 8.7862 0.24 -0.23 -0.10 -0.99
H 5.7353 -3.1625 6.2359 -0.11 0.07 0.05 0.52
H 4.1178 -0.3924 7.1026 -0.23 -0.11 -0.06 0.39
H 3.5863 -1.6398 8.2650 -0.12 0.07 -0.11 0.37
H 3.8601 -2.0662 6.5591 0.07 0.15 0.05 0.07
H 7.0937 -0.4614 8.3919 0.00 0.04 0.21 0.25
H 6.5672 -1.7030 9.5477 0.07 0.18 0.04 0.31
H 5.5273 -0.2873 9.2303 0.01 -0.11 -0.14 0.40
C 3.4750 -3.2061 -9.4889 0.03 0.27 -0.43 0.09
O 3.7542 -2.7947 -8.3760 0.24 -0.14 -1.24 -0.58
N 3.3891 -2.4403 -10.6133 -0.02 -0.64 0.56 0.11
C 3.0506 -3.0045 -11.9037 0.05 0.25 0.09 -0.92
C 3.6445 -1.0162 -10.5138 0.06 -0.05 0.31 -0.91
H 3.2628 -4.2712 -9.6745 -0.02 0.01 -0.09 0.27
H 3.8706 -2.8152 -12.6011 -0.13 -0.10 -0.12 0.34
H 2.1391 -2.5275 -12.2728 0.04 -0.13 -0.16 0.34
H 2.8860 -4.0806 -11.8291 0.03 0.12 0.07 0.29
H 4.6579 -0.8597 -10.1359 -0.10 0.16 -0.02 0.29
H 2.9359 -0.5735 -9.8095 0.13 0.12 -0.06 0.27
H 3.5387 -0.5398 -11.4891 -0.01 -0.15 0.08 0.37
```
Positions in Å, forces in eV/Å.

Output
2S+1	1
gap between HOMO and LUMO	7.54	eV
electronic energy	-154107.643	eV
net charge	0